This record from OMol25 describes a structure of composition C18H33ClNO2P2V at a distorted geometry. The level of theory is the ωB97M-V functional and the def2-TZVPD basis.

Structure (XYZ):
```
58
C18H33ClNO2P2V, DFT the ωB97M-V functional and the def2-TZVPD basis
C 0.41068 -0.23829 -4.03690
C 1.55420 -0.20924 -3.21222
H 0.66752 0.02976 -5.08754
H -0.35147 0.48058 -3.63883
H -0.04614 -1.25685 -4.00490
O 2.67050 -0.14849 -2.89265
Cl -2.93506 0.19622 -1.02946
V -0.78169 0.09428 -0.43844
P -0.42639 2.49979 -0.50724
C 0.98635 3.29866 0.30313
C -0.31053 3.06352 -2.22913
H -0.08555 4.13856 -2.24422
H -1.68986 4.45217 0.17130
H -1.26316 2.87062 -2.73888
H -2.76372 3.10577 -0.34548
H 1.91690 2.77653 0.05217
H 0.48777 2.52173 -2.75339
C -1.85378 3.36672 0.20830
H 1.05062 4.34525 -0.02335
H -1.98036 3.05732 1.25422
H 0.85318 3.26798 1.39105
P -0.29734 -2.21512 -0.22872
C 1.10215 -2.64364 0.84995
C -1.64401 -3.22638 0.44613
H -0.71084 -2.86420 -2.50810
H 0.25382 -4.08988 -1.62265
H 1.03499 -2.59351 -2.22391
C 0.11524 -3.01485 -1.80138
H -2.59616 -2.93855 -0.01464
H -1.43956 -4.28406 0.23434
H 1.24509 -3.73256 0.83804
H 0.87973 -2.31574 1.87272
H -1.71767 -3.08346 1.53153
H 2.01493 -2.14023 0.51157
C 1.11230 0.19480 -0.44108
O 2.28437 0.24149 -0.26297
C -5.51770 -0.51277 3.16147
N -4.43596 -0.00587 2.37619
C -4.45564 1.37564 2.01752
C -3.29306 -0.82484 2.08725
C -1.98961 -0.25762 2.58921
C -1.91381 -0.14614 3.98130
C -0.78944 0.39943 4.60017
C 0.29226 0.78792 3.81607
C 0.23456 0.63429 2.42405
C -0.90102 0.12179 1.78405
H -6.45181 -0.02429 2.84528
H -5.37075 -0.30074 4.23898
H -5.59628 -1.60226 3.03102
H -3.76928 1.97987 2.63943
H -4.17000 1.51045 0.96228
H -5.47834 1.74947 2.16775
H -3.47462 -1.80976 2.55336
H -3.25030 -0.96821 0.99588
H -2.76333 -0.48620 4.58092
H -0.76572 0.50268 5.68402
H 1.18772 1.21273 4.27272
H 1.11689 0.92890 1.85210
```

As for the net charge: +2. The expectation value of S² is 2.0659. Its maximum force is 0.1268 hartree/bohr. The value obtained for the gap between HOMO and LUMO (alpha / beta) is 3.2 / 3.0 eV. The spin multiplicity is 3.

---

This record from OMol25 describes a cluster of 4 separate species, C18H33F6N6P in total at a distorted geometry. The level of theory is the ωB97M-V functional and the def2-TZVPD basis.

Structure (XYZ):
```
64
C18H33F6N6P, DFT the ωB97M-V functional and the def2-TZVPD basis
C -1.02196 1.78521 2.55668
C 0.37529 1.60950 2.02852
N 0.64650 2.53523 0.87551
C 1.90716 2.98811 0.48154
C 1.63078 3.70542 -0.73024
N 0.28282 3.72599 -1.00697
C -0.28948 2.82988 -0.06876
C -0.38877 4.15892 -2.27092
H -1.78644 1.42658 1.86743
H -1.24298 2.81409 2.84070
H -1.06385 1.19263 3.47058
H 0.44996 0.61701 1.58413
H 1.10937 1.80095 2.81119
H 2.83026 2.69001 0.95632
H 2.18615 4.32152 -1.42190
H -1.31919 2.50559 -0.03829
H -0.05587 3.57341 -3.12793
H -0.04284 5.15105 -2.56094
H -1.47094 4.10032 -2.15442
C 1.30547 2.27767 -2.42719
C 2.40392 1.20700 -2.09605
N 1.89050 -0.16458 -2.30586
C 2.15405 -0.84388 -3.46549
C 1.42759 -2.05430 -3.48334
N 0.78220 -2.04937 -2.28505
C 1.19744 -0.94808 -1.50529
C -0.10420 -2.94163 -1.92404
H 1.19272 2.10606 -3.49768
H 1.65309 3.28297 -2.18924
H 0.40532 1.97824 -1.89037
H 2.50331 1.35105 -1.02021
H 3.38756 1.44864 -2.49875
H 2.65679 -0.40964 -4.31701
H 1.29443 -2.87041 -4.17806
H 0.96205 -0.77219 -0.46603
H -0.84048 -3.08762 -2.71440
H -0.53834 -2.59562 -0.98601
H 0.45739 -3.84543 -1.68771
C 0.10864 -3.57201 0.14232
C -1.35117 -3.37156 0.56544
N -1.43664 -2.58214 1.78249
C -1.34798 -1.16188 1.91216
C -1.10063 -0.83150 3.16126
N -1.20163 -1.98861 3.94168
C -1.41300 -3.04104 3.10148
C -0.77997 -2.03228 5.34749
H 0.62004 -2.61438 0.04489
H 0.23602 -4.10586 -0.79942
H 0.59419 -4.12783 0.94447
H -2.06784 -4.19159 0.61059
H -1.89141 -2.79552 -0.18584
H -1.24957 -0.52536 1.04523
H -0.71297 0.09953 3.54765
H -1.53194 -4.08893 3.33426
H 0.12400 -1.44415 5.50572
H -0.57533 -3.07375 5.59565
H -1.56559 -1.66654 6.00867
P -1.48964 0.35159 -1.03041
F -1.38101 1.92795 -1.65372
F -0.72880 -0.35175 -2.26441
F -0.04708 0.41100 -0.16380
F -1.59324 -1.05207 -0.29819
F -2.14862 0.99982 0.36336
F -2.99568 0.22826 -1.71354
```

As for the net charge: +2. Its maximum force is 0.1580 hartree/bohr. The value obtained for the gap between HOMO and LUMO is 9.8 eV. The spin multiplicity is 1. As for the energy relative to the best compared isomer or geometry (same formula, charge and spin): 398.0 kcal per mole.

---

This record from OMol25 describes a structure of composition C18H33N2O13V2 at a distorted geometry. The level of theory is the ωB97M-V functional and the def2-TZVPD basis.

Structure (XYZ):
```
68
C18H33N2O13V2, DFT the ωB97M-V functional and the def2-TZVPD basis
O 5.65317 1.61293 -7.75091
V 4.53601 2.65998 -7.07347
O 5.31791 3.29943 -5.88062
O -2.44761 -1.17225 -7.36810
V -1.55103 0.09092 -7.68335
O -2.50074 1.43176 -7.72927
C 2.31192 0.84309 -1.64548
C 1.74572 -0.08366 -2.73899
O 1.57774 0.65699 -3.95185
H 3.37256 1.05081 -1.78681
H 2.22380 0.31376 -0.69672
H 1.96179 1.84088 -1.38102
H 0.71115 -0.39568 -2.59612
H 2.33378 -0.98141 -2.92961
C 12.82923 0.60784 2.45861
O 12.34750 -0.23826 1.51012
C 11.72012 0.44184 0.36095
C 10.50100 -0.32248 -0.07549
O 9.43906 -0.13183 0.74235
C 8.43462 -1.15839 0.93628
H 13.26793 -0.04476 3.21343
H 12.00001 1.16356 2.89641
H 13.59056 1.31163 2.12219
H 12.59510 0.40734 -0.28814
H 11.43975 1.43757 0.70448
H 10.66885 -1.39015 -0.21689
H 10.10715 0.09426 -1.00248
H 8.79830 -2.01648 1.50153
H 8.01592 -1.55646 0.01197
H 7.57461 -0.68759 1.41252
C -5.63705 -3.19124 -1.55461
O -4.76078 -3.96749 -1.10645
N -6.93651 -3.43329 -1.32691
C -7.94953 -2.63124 -2.16275
C -7.36704 -4.25098 -0.19288
H -5.40861 -2.42600 -2.31252
H -8.61835 -3.32111 -2.67738
H -7.50303 -2.09707 -3.00144
H -8.48211 -1.96001 -1.48900
H -7.04128 -3.93148 0.79702
H -8.43582 -4.17334 0.00654
H -7.07987 -5.28149 -0.40186
C -2.00289 -1.77328 8.22004
O -3.04599 -1.98641 8.91165
N -1.79665 -2.09946 6.93644
C -0.56476 -1.78095 6.25850
C -2.65158 -3.02244 6.13869
H -1.12201 -1.28875 8.66891
H -0.72317 -1.39178 5.25275
H -0.08701 -2.73923 6.05462
H 0.17397 -1.23105 6.84160
H -3.28593 -3.54179 6.85701
H -3.44256 -2.60738 5.51405
H -2.09488 -3.84276 5.68563
C -6.34712 5.02783 -2.60365
C -5.31746 4.53734 -1.86607
C -5.45694 3.65263 -0.66794
O -4.54843 3.27736 0.07732
C -6.89418 3.32999 -0.37901
C -7.95809 3.86301 -1.08180
C -7.77848 4.79668 -2.28067
O -8.58857 5.30432 -2.97282
O -9.27423 3.60190 -0.75950
O -4.07954 4.80840 -2.24934
H -6.14883 5.62052 -3.48445
H -7.10655 2.66656 0.44631
H -9.78104 4.13535 -1.37608
H -3.43296 4.26295 -1.79543
```

As for the net charge: +1. Its maximum force is 0.1144 hartree/bohr. The value obtained for the gap between HOMO and LUMO is 2.8 eV. The spin multiplicity is 1.

---

Question: Number 1 is which compound?
Answer: C18H33ClNO2P2V

---

Question: maximum force of number 1 (C18H33ClNO2P2V)?
Answer: 0.1268 hartree/bohr

---

Question: Look up the net charge of the third one.
Answer: +1